{"formula": "H3N2OS", "method": "the ωB97M-V functional and the def2-TZVPD basis", "orbital_gap_ev": [5.59, 6.98], "relative_energy_kcal_mol": 0.0, "total_energy_ha": -584.5910, "spin_multiplicity": 3, "lumo_ev": [4.48, 3.63], "total_charge": -1, "symbols": ["S", "O", "N", "N", "H", "H", "H"], "xyz": [[1.073, 0.695, 1.282], [0.832, 1.480, -1.629], [-0.216, -0.314, -1.010], [0.069, 1.012, -0.707], [-0.906, -0.569, -0.252], [0.471, 1.911, 1.362], [0.416, -1.106, -1.081]]}

---

{"formula": "C27H53As3KO9P", "method": "the ωB97M-V functional and the def2-TZVPD basis", "orbital_gap_ev": 6.54, "relative_energy_kcal_mol": 30.7, "total_energy_ha": -9386.6030, "lumo_ev": 4.04, "total_charge": -2, "symbols": ["As", "As", "As", "K", "P", "O", "O", "O", "O", "O", "O", "O", "O", "O", "C", "C", "C", "C", "C", "C", "C", "C", "C", "C", "C", "C", "C", "C", "C", "C", "C", "C", "C", "C", "C", "C", "C", "C", "C", "C", "C", "H", "H", "H", "H", "H", "H", "H", "H", "H", "H", "H", "H", "H", "H", "H", "H", "H", "H", "H", "H", "H", "H", "H", "H", "H", "H", "H", "H", "H", "H", "H", "H", "H", "H", "H", "H", "H", "H", "H", "H", "H", "H", "H", "H", "H", "H", "H", "H", "H", "H", "H", "H", "H"], "xyz": [[-1.170, -0.868, -0.649], [1.951, -1.966, -0.548], [-0.075, -6.738, -2.519], [1.807, 1.470, -0.037], [-0.779, 2.804, -1.239], [1.104, 1.121, 2.275], [3.362, 2.811, 0.841], [-1.289, 1.823, -0.231], [3.476, 4.354, 2.450], [0.628, 2.695, -1.672], [3.414, -0.081, 0.567], [5.325, 0.397, 1.594], [-1.646, 2.770, -2.620], [-1.220, 4.325, -0.786], [3.343, 3.199, 2.016], [-1.339, 6.386, 0.313], [3.396, -1.882, -1.866], [-3.130, -0.592, -0.447], [1.684, -6.883, -1.618], [-3.476, 2.283, -4.005], [-0.774, 4.956, 0.399], [2.949, -3.205, 0.645], [1.345, -0.072, 4.225], [0.948, -3.335, -1.659], [1.901, 0.072, 2.795], [-0.394, -3.874, -1.171], [-0.256, -4.434, 0.240], [0.745, 4.994, 0.459], [4.099, 0.347, 1.532], [-3.867, 2.907, -1.616], [1.471, 2.085, 3.241], [-0.983, -1.089, 1.284], [-2.982, 3.148, -2.835], [-1.058, -7.751, -1.125], [-0.894, -4.954, -2.156], [1.066, 1.401, 4.570], [-1.502, -2.810, -1.160], [-1.325, 4.239, 1.632], [-3.056, 4.634, -3.228], [3.312, 0.659, 2.843], [3.001, 2.138, 3.126], [1.142, 5.486, -0.425], [-4.097, 4.946, -3.328], [-0.920, 4.687, 2.537], [-2.414, 4.281, 1.661], [3.466, 2.486, 4.052], [3.064, -1.355, -2.761], [-1.890, -2.712, -2.186], [-0.928, 6.893, -0.557], [2.372, -3.527, 1.516], [3.912, 0.228, 3.655], [-2.131, -7.698, -1.313], [1.106, 5.506, 1.347], [4.208, -1.319, -1.415], [-2.570, 5.219, -2.453], [-1.068, -0.096, 1.714], [-2.423, 6.357, 0.209], [0.621, -5.071, 0.335], [-1.763, -1.735, 1.698], [-3.237, 0.311, 0.147], [2.462, -6.384, -2.193], [-0.767, -8.802, -1.139], [-1.933, -5.209, -1.899], [-1.083, 6.952, 1.204], [-3.710, 1.894, -1.268], [-3.388, 1.231, -3.739], [-0.003, -1.490, 1.531], [3.796, -2.619, 0.999], [-2.536, 4.800, -4.169], [-3.594, -1.427, 0.087], [-4.513, 2.522, -4.239], [3.748, -2.884, -2.143], [0.768, -2.811, -2.608], [1.658, 1.764, 5.409], [-0.142, -3.598, 0.925], [1.680, -6.483, -0.609], [-3.579, 3.586, -0.821], [-2.859, 2.466, -4.880], [0.007, 1.571, 4.790], [2.060, -0.547, 4.896], [-0.857, -7.347, -0.134], [-4.916, 3.059, -1.876], [-1.146, -5.000, 0.524], [-0.947, -4.479, -3.146], [3.314, -4.087, 0.112], [1.938, -7.945, -1.569], [1.831, -0.821, 2.173], [0.422, -0.659, 4.217], [0.987, 3.045, 3.066], [1.610, -4.185, -1.881], [-2.334, -3.202, -0.557], [1.133, 3.979, 0.462], [-3.646, -0.456, -1.398], [-1.026, 3.198, 1.576]]}

---

{"formula": "C4H6N2S", "method": "the ωB97M-V functional and the def2-TZVPD basis", "orbital_gap_ev": [6.96, 6.96], "relative_energy_kcal_mol": 135.5, "total_energy_ha": -663.5127, "lumo_ev": [-1.70, -1.69], "symbols": ["S", "N", "N", "C", "C", "C", "C", "H", "H", "H", "H", "H", "H"], "xyz": [[2.807, 0.099, -0.653], [-1.597, 1.169, -0.060], [0.212, -0.300, 0.162], [-0.377, 0.887, 0.236], [-1.971, -1.101, -0.700], [1.507, -0.579, 0.494], [-2.411, 0.097, -0.472], [-3.374, 0.515, -0.651], [1.830, -1.570, 0.389], [-1.420, -1.947, -0.531], [0.312, 1.768, 0.675], [1.910, -0.490, 1.551], [2.571, 1.452, -0.439]]}

---

{"formula": "C2H3Br2N3", "method": "the ωB97M-V functional and the def2-TZVPD basis", "orbital_gap_ev": 9.38, "relative_energy_kcal_mol": 74.5, "total_energy_ha": -5390.2053, "lumo_ev": -0.09, "symbols": ["Br", "Br", "N", "N", "N", "C", "C", "H", "H", "H"], "xyz": [[-2.481, -0.810, 0.180], [2.355, -1.076, -0.006], [-0.646, 0.994, -1.306], [-0.121, 1.641, -0.476], [0.390, 1.008, 0.567], [-0.657, -0.708, -0.555], [0.468, -0.406, 0.526], [1.023, 1.667, 1.095], [0.264, -1.035, 1.414], [-0.596, -1.275, -1.439]]}

---

{"formula": "C3H9OS", "method": "the ωB97M-V functional and the def2-TZVPD basis", "orbital_gap_ev": 6.76, "relative_energy_kcal_mol": 42.4, "total_energy_ha": -593.1053, "lumo_ev": 4.17, "total_charge": -1, "symbols": ["S", "O", "C", "C", "C", "H", "H", "H", "H", "H", "H", "H", "H", "H"], "xyz": [[-0.408, -1.144, -0.615], [2.290, 0.271, -0.502], [1.845, 0.775, 0.882], [-1.480, -0.235, 0.564], [-1.984, 1.182, 0.046], [1.161, 1.614, 0.697], [2.688, 1.165, 1.288], [-2.718, 1.092, -0.779], [-2.397, 1.628, 0.927], [1.371, -0.061, 1.397], [-2.178, -0.778, 1.119], [-0.736, 0.188, 1.256], [-1.031, 1.565, -0.411], [1.767, -0.607, -0.595]]}

---

{"formula": "C48H57N10O3S2SiTc", "method": "the ωB97M-V functional and the def2-TZVPD basis", "orbital_gap_ev": [5.19, 6.29], "total_energy_ha": -3803.2635, "spin_multiplicity": 2, "lumo_ev": [-5.09, -4.01], "total_charge": 1, "symbols": ["Tc", "S", "S", "Si", "O", "O", "O", "N", "N", "N", "N", "N", "N", "N", "N", "N", "N", "C", "C", "C", "C", "C", "C", "C", "C", "C", "C", "C", "C", "C", "C", "C", "C", "C", "C", "C", "C", "C", "C", "C", "C", "C", "C", "C", "C", "C", "C", "C", "C", "C", "C", "C", "C", "C", "C", "C", "C", "C", "C", "C", "C", "C", "C", "C", "C", "H", "H", "H", "H", "H", "H", "H", "H", "H", "H", "H", "H", "H", "H", "H", "H", "H", "H", "H", "H", "H", "H", "H", "H", "H", "H", "H", "H", "H", "H", "H", "H", "H", "H", "H", "H", "H", "H", "H", "H", "H", "H", "H", "H", "H", "H", "H", "H", "H", "H", "H", "H", "H", "H", "H", "H", "H"], "xyz": [[-0.461, 0.637, 0.273], [-1.973, 0.334, 3.285], [-2.929, 0.050, 0.395], [2.831, 0.806, -1.053], [1.407, 0.954, -0.389], [-0.846, 0.318, -1.694], [-0.236, -1.329, 0.737], [-0.842, -1.412, 4.918], [-0.825, 2.697, 0.334], [-0.825, 6.692, 0.749], [-2.391, 2.984, -1.366], [0.518, 1.178, 1.999], [-1.648, 4.827, -0.292], [-3.037, -0.025, -2.360], [-4.994, -0.024, -1.260], [-0.112, 4.641, 1.482], [-1.025, -2.115, 2.771], [-0.722, -2.220, 1.505], [2.793, -0.499, -2.447], [-0.816, -4.698, 1.801], [1.312, 0.374, 2.705], [3.339, 3.460, -0.309], [4.616, 2.703, -2.322], [-0.806, -5.974, 1.270], [-1.608, -3.649, 5.561], [-5.663, -0.053, -2.552], [-0.799, -3.593, 0.954], [-0.799, -5.057, -0.951], [5.231, 0.550, 0.632], [0.415, 0.576, -5.591], [-2.202, -0.174, -5.016], [3.283, 2.625, -1.586], [2.335, 2.199, 3.857], [-1.197, -1.143, 3.652], [6.047, -0.121, 1.527], [-0.784, -6.153, -0.104], [-1.613, 3.513, -0.424], [2.709, -2.622, -4.265], [2.187, 3.174, -2.497], [-6.279, -1.453, 0.275], [-1.776, -0.083, -6.327], [-0.804, -3.779, -0.426], [0.216, 0.040, 6.608], [-1.733, 0.104, -2.568], [1.540, 3.045, 3.113], [-5.671, 1.317, -3.226], [1.826, -1.496, -2.344], [-5.842, -0.038, -0.090], [-0.472, 0.289, -6.618], [-3.664, -0.003, -1.192], [-1.084, -0.498, 6.015], [0.659, 2.501, 2.184], [3.687, -1.646, -4.374], [-0.863, 5.367, 0.640], [-0.135, 3.342, 1.303], [-0.404, -2.749, 5.288], [-0.005, 0.489, -4.280], [4.415, -1.862, 1.695], [2.229, 0.831, 3.630], [4.000, 0.032, 0.249], [-1.315, 0.112, -3.981], [1.778, -2.543, -3.243], [3.603, -1.184, 0.804], [5.644, -1.336, 2.055], [3.728, -0.597, -3.472], [6.288, -1.868, 2.739], [0.753, -0.727, 7.160], [-0.811, -2.915, -1.076], [3.035, 2.588, 4.579], [-0.818, -4.544, 2.867], [-0.148, 0.362, -7.645], [-6.801, -1.929, -0.551], [5.574, 1.488, 0.225], [-0.801, -5.201, -2.020], [-6.242, 1.264, -4.150], [-5.155, -0.772, -3.196], [4.525, 2.285, -3.323], [-6.717, 0.583, -0.297], [2.678, -3.439, -4.970], [1.430, 0.868, -5.814], [1.103, -1.434, -1.543], [-1.690, 0.330, 5.642], [-0.011, 0.851, 7.292], [2.387, 3.416, 0.214], [1.584, 4.116, 3.216], [-0.242, 7.115, 1.449], [4.105, 3.093, 0.367], [2.852, 0.124, 4.157], [0.217, -2.668, 6.183], [-1.656, -1.019, 6.788], [-5.287, 0.399, 0.741], [1.218, 3.134, -2.002], [4.927, 3.744, -2.423], [-2.964, 3.606, -1.908], [-2.462, -0.304, -7.133], [2.119, 2.601, -3.421], [4.506, 0.146, -3.563], [-0.748, -7.151, -0.512], [0.665, 0.717, -3.464], [-2.187, -3.265, 6.396], [1.208, -0.684, 2.521], [-2.434, 1.992, -1.512], [1.024, -3.310, -3.140], [-6.946, -1.408, 1.131], [0.863, 0.423, 5.823], [-1.283, -4.659, 5.797], [2.403, 4.212, -2.756], [-1.388, 7.246, 0.128], [3.557, 4.502, -0.543], [-6.688, -0.387, -2.384], [0.205, -3.157, 4.479], [-5.419, -2.062, 0.536], [4.092, -2.811, 2.103], [-6.125, 2.065, -2.582], [-4.656, 1.621, -3.463], [-0.804, -6.826, 1.934], [2.650, -1.605, 0.521], [5.402, 2.166, -1.798], [-3.217, -0.459, -4.787], [-2.248, -3.674, 4.683], [4.430, -1.711, -5.154], [6.998, 0.305, 1.807]]}